Record 1
# C3H5NS3

C3H5NS3 as an isolated structure in a non-equilibrium geometry (ωB97M-V/def2-TZVPD, OMol25).

CARTESIAN COORDINATES (ANGSTROEM)
C 0.955 -0.610 2.272
C 0.191 0.032 -0.370
C -0.056 -1.108 -1.291
H 0.073 -0.052 2.549
H 1.784 -0.271 3.087
H 0.831 -1.699 2.283
H 1.175 -1.131 -1.931
H 0.643 2.145 1.528
N -0.733 0.941 -0.247
S 1.556 -0.209 0.476
S -1.563 -2.007 -1.488
S -0.363 2.500 0.421

Values from the calculation:
* largest force on an atom: 5.76 eV Å⁻¹
* total energy: -1366.457389 a.u.
* charge: 0
* HOMO: -8.877 eV
* relative energy (zero: lowest compared OMol25 entry of this formula, charge and spin): 411.0 kJ/mol

Record 2
# C24H21BrClNOPV

C24H21BrClNOPV as an isolated structure in a non-equilibrium geometry (ωB97M-V/def2-TZVPD, OMol25).

CARTESIAN COORDINATES (ANGSTROEM)
V -0.885 -0.784 1.684
Cl 0.680 -2.376 1.371
C -0.300 0.969 1.742
O 0.397 1.937 1.869
P 0.023 0.150 -0.667
C -1.515 -0.172 -1.577
C 0.517 1.762 -1.386
C 1.291 -0.952 -1.344
C 1.719 1.977 -2.083
C 2.041 3.233 -2.612
C 1.184 4.320 -2.463
C -0.023 4.110 -1.794
C -0.373 2.849 -1.305
H 2.416 1.157 -2.231
H 2.978 3.366 -3.145
H 1.447 5.306 -2.854
H -0.700 4.948 -1.659
H -1.352 2.713 -0.851
C -2.466 -0.993 -0.955
C -3.635 -1.306 -1.655
C -3.870 -0.798 -2.938
C -2.928 0.034 -3.545
C -1.752 0.348 -2.861
H -2.278 -1.419 0.048
H -4.380 -1.944 -1.184
H -4.798 -1.043 -3.453
H -3.093 0.442 -4.543
H -1.027 1.004 -3.343
C 1.087 -1.654 -2.530
C 2.087 -2.497 -3.020
C 3.274 -2.668 -2.309
C 3.465 -1.999 -1.097
C 2.482 -1.144 -0.620
H 0.149 -1.545 -3.069
H 1.914 -3.018 -3.959
H 4.052 -3.323 -2.689
H 4.370 -2.143 -0.510
H 2.617 -0.665 0.346
H -2.372 -2.481 1.584
H -1.596 -2.567 1.419
Br -0.001 -3.005 6.845
C -0.021 -1.407 5.934
C -0.013 -0.200 6.624
C -0.036 0.982 5.897
C -0.175 0.908 4.512
N -0.375 -0.262 3.849
C -0.114 -1.413 4.534
H 0.012 -0.214 7.710
H 0.002 1.962 6.347
H -0.110 1.849 3.974
H -0.015 -2.333 3.966

Values from the calculation:
* largest force on an atom: 10.05 eV Å⁻¹
* total energy: -5376.048865 a.u.
* spin multiplicity: 3
* charge: +2
* <S²>: 2.094
* HOMO (spin up / spin down): -14.734 / -14.751 eV

Record 3
# C31H31CrF4N2P

C31H31CrF4N2P as an isolated structure (ωB97M-V/def2-TZVPD, OMol25).

CARTESIAN COORDINATES (ANGSTROEM)
Cr -0.488 -0.112 -1.245
C 2.397 -1.085 -1.909
N 1.208 -0.413 -2.478
C 0.795 -1.153 -3.702
C 1.559 0.997 -2.829
C 0.341 1.712 -3.376
N -0.789 1.279 -2.550
C -2.043 1.864 -2.663
C -2.994 1.451 -1.747
F -2.549 0.506 -0.838
C -4.282 1.906 -1.686
F -5.100 1.423 -0.751
C -4.705 2.851 -2.596
C -3.785 3.288 -3.527
F -4.141 4.202 -4.427
C -2.489 2.810 -3.576
F -1.666 3.282 -4.520
H 3.159 -1.195 -2.684
H 2.119 -2.070 -1.533
H 2.802 -0.490 -1.096
H 1.546 -1.007 -4.480
H -0.172 -0.808 -4.060
H 0.730 -2.213 -3.473
H 2.383 1.003 -3.545
H 1.904 1.481 -1.914
H 0.195 1.489 -4.432
H 0.506 2.785 -3.301
H -5.717 3.234 -2.586
C 1.035 0.253 4.222
C -0.393 0.420 3.747
C -1.304 0.941 4.667
C -2.651 1.089 4.382
C -3.142 0.694 3.147
C -2.259 0.193 2.206
C -0.889 0.066 2.477
P 0.061 -0.582 1.065
C 1.787 -0.013 1.165
C 2.840 -0.924 1.278
C 4.153 -0.490 1.288
C 4.425 0.869 1.165
C 3.385 1.776 1.040
C 2.053 1.360 1.043
C 0.963 2.408 0.987
C 0.048 -2.371 1.127
C 0.439 -3.134 2.229
C 0.475 -4.512 2.125
C 0.115 -5.119 0.922
C -0.318 -4.360 -0.154
C -0.385 -2.967 -0.062
C -1.005 -2.121 -1.156
H 1.052 0.211 5.311
H 1.669 1.093 3.917
H 1.504 -0.653 3.850
H -0.938 1.214 5.652
H -3.320 1.493 5.133
H -4.197 0.777 2.914
H -2.646 -0.116 1.242
H 2.626 -1.983 1.360
H 4.963 -1.205 1.386
H 5.449 1.221 1.168
H 3.603 2.836 0.951
H 1.273 3.258 0.379
H 0.733 2.785 1.989
H 0.021 2.037 0.580
H 0.728 -2.649 3.158
H 0.787 -5.114 2.970
H 0.155 -6.198 0.833
H -0.636 -4.851 -1.068
H -2.087 -2.054 -0.971
H -0.894 -2.592 -2.134

Values from the calculation:
* largest force on an atom: 0.75 eV Å⁻¹
* total energy: -3094.469912 a.u.
* spin multiplicity: 4
* charge: +1
* <S²>: 3.858
* HOMO (spin up / spin down): -10.804 / -10.981 eV

Record 4
# C10H6IrN3OS7Se

C10H6IrN3OS7Se as an isolated structure (ωB97M-V/def2-TZVPD, OMol25).

CARTESIAN COORDINATES (ANGSTROEM)
Ir 1.078 -0.309 0.111
S -1.357 4.037 5.355
C -0.765 3.209 4.091
S 0.912 2.768 3.935
C 0.781 1.856 2.462
C -0.505 1.745 1.935
S -0.854 0.935 0.491
S -1.766 2.535 2.835
S 2.156 1.196 1.736
Se 3.410 -3.312 -0.679
N 3.295 -4.213 0.880
C 2.304 -3.675 1.606
C 1.892 -3.953 2.923
C 0.925 -3.129 3.513
C 0.366 -2.056 2.836
N 0.705 -1.804 1.548
C 1.623 -2.599 0.974
N 2.003 -2.208 -0.249
H 2.349 -4.761 3.480
H 0.606 -3.320 4.529
H -0.356 -1.390 3.293
C 4.373 0.084 -1.197
O 3.755 -0.553 -2.337
C 2.497 -0.316 -2.673
S 1.825 -0.981 -3.986
S 1.551 0.864 -1.717
H 5.433 -0.118 -1.299
H 3.999 -0.354 -0.275
H 4.194 1.157 -1.200

Values from the calculation:
* largest force on an atom: 0.67 eV Å⁻¹
* total energy: -5917.180519 a.u.
* spin multiplicity: 5
* charge: 0
* <S²>: 6.065
* HOMO (spin up / spin down): -7.080 / -8.736 eV
* relative energy (zero: lowest compared OMol25 entry of this formula, charge and spin): 0.0 kJ/mol

Record 5
# C63H76Cl14N10O6

A 19-piece molecular cluster, C63H76Cl14N10O6 overall in a non-equilibrium geometry (ωB97M-V/def2-TZVPD, OMol25).

CARTESIAN COORDINATES (ANGSTROEM)
C 3.341 -5.761 0.121
O 4.592 -6.275 -0.500
C 5.187 -5.463 -1.348
O 4.790 -4.323 -1.657
O 6.263 -6.019 -1.912
C 7.013 -5.201 -2.931
H 2.662 -6.602 0.170
H 2.896 -4.939 -0.453
H 3.586 -5.355 1.089
H 7.933 -5.754 -3.071
H 7.146 -4.215 -2.534
H 6.392 -5.195 -3.820
C 0.530 -4.893 1.463
O -0.713 -4.392 1.943
C -1.193 -4.788 3.103
O -0.589 -5.473 3.883
O -2.428 -4.311 3.246
C -3.035 -4.404 4.592
H 0.935 -4.223 0.735
H 0.521 -5.937 1.190
H 1.181 -4.808 2.337
H -3.971 -4.928 4.567
H -3.032 -3.363 4.983
H -2.365 -4.935 5.247
N 6.464 -1.912 2.532
C 5.855 -2.616 1.588
C 5.220 -2.029 0.535
C 5.263 -0.628 0.413
C 5.943 0.098 1.400
C 6.500 -0.561 2.470
H 5.916 -3.724 1.748
H 4.676 -2.663 -0.177
H 4.774 -0.097 -0.403
H 5.849 1.217 1.419
H 6.918 -0.117 3.346
N -0.851 0.040 0.919
C -1.033 1.133 0.228
C -0.976 1.222 -1.161
C -0.645 0.075 -1.869
C -0.560 -1.144 -1.162
C -0.509 -1.076 0.230
H -1.293 2.050 0.791
H -1.228 2.201 -1.631
H -0.608 0.066 -2.963
H -0.360 -2.045 -1.739
H -0.515 -1.973 0.859
N -2.971 4.168 1.260
C -3.669 4.115 0.150
C -4.631 5.039 -0.123
C -5.019 6.029 0.730
C -4.365 5.965 1.953
C -3.339 5.074 2.150
H -3.471 3.294 -0.589
H -5.037 4.964 -1.162
H -5.861 6.704 0.520
H -4.445 6.645 2.790
H -2.772 5.114 3.124
N -4.642 3.507 -3.406
C -3.612 2.685 -3.533
C -3.787 1.312 -3.460
C -5.063 0.810 -3.258
C -6.124 1.669 -3.029
C -5.864 3.013 -3.228
H -2.631 3.178 -3.565
H -3.007 0.610 -3.725
H -5.260 -0.217 -3.229
H -7.135 1.297 -2.768
H -6.654 3.754 -3.179
N -4.774 0.899 0.152
C -5.945 1.262 0.705
C -6.538 0.502 1.688
C -5.824 -0.613 2.127
C -4.611 -0.966 1.576
C -4.132 -0.181 0.563
H -6.527 2.044 0.219
H -7.515 0.644 2.136
H -6.324 -1.218 2.918
H -4.064 -1.816 1.960
H -3.228 -0.425 0.042
N 1.065 6.127 5.960
C 0.188 6.958 5.403
C -0.219 6.743 4.128
C 0.235 5.615 3.468
C 1.211 4.802 4.011
C 1.649 5.153 5.291
H -0.124 7.784 6.081
H -0.902 7.456 3.683
H -0.104 5.429 2.456
H 1.534 3.909 3.475
H 2.334 4.526 5.774
N -0.984 0.356 5.981
C -1.850 -0.389 5.310
C -2.543 0.113 4.218
C -2.325 1.432 3.859
C -1.400 2.230 4.535
C -0.800 1.655 5.643
H -1.833 -1.445 5.530
H -3.199 -0.490 3.648
H -2.863 1.913 3.009
H -1.214 3.324 4.332
H -0.112 2.262 6.275
N 5.371 -5.680 3.295
C 4.403 -6.533 3.091
C 3.225 -6.538 3.781
C 2.934 -5.534 4.690
C 3.964 -4.648 4.943
C 5.177 -4.768 4.289
H 4.504 -7.271 2.323
H 2.497 -7.295 3.527
H 2.019 -5.380 5.217
H 3.807 -3.786 5.563
H 6.013 -4.129 4.520
N 1.617 1.988 -3.379
C 1.184 3.232 -3.462
C 1.123 3.928 -4.675
C 1.641 3.335 -5.835
C 2.103 2.039 -5.721
C 2.061 1.411 -4.489
H 0.798 3.746 -2.598
H 0.723 4.970 -4.745
H 1.597 3.803 -6.806
H 2.498 1.574 -6.570
H 2.388 0.416 -4.353
N -0.333 7.510 -3.257
C 0.416 7.313 -2.171
C 0.037 6.544 -1.060
C -1.198 5.992 -1.068
C -1.929 6.137 -2.238
C -1.504 6.837 -3.325
H 1.346 7.916 -2.116
H 0.754 6.316 -0.216
H -1.600 5.357 -0.307
H -2.936 5.726 -2.322
H -2.141 6.966 -4.226
C 2.341 1.972 -0.107
Cl 3.795 2.795 -0.793
Cl 1.359 3.141 0.844
H 1.799 1.664 -1.017
H 2.661 1.195 0.555
C 1.102 -4.115 -3.577
Cl 0.915 -4.494 -5.245
Cl -0.252 -4.795 -2.671
H 1.988 -4.458 -3.178
H 1.159 -2.983 -3.451
C -3.488 -4.328 -0.407
Cl -2.824 -5.826 -1.001
Cl -4.138 -3.217 -1.676
H -4.300 -4.422 0.369
H -2.605 -3.859 0.014
C 0.967 -1.444 -7.803
Cl 2.578 -0.771 -7.704
Cl -0.156 -0.560 -6.781
H 0.581 -1.333 -8.824
H 1.029 -2.532 -7.547
C 1.006 -0.590 3.508
Cl 0.361 -2.232 3.658
Cl 2.546 -0.616 2.642
H 0.346 0.043 2.927
H 1.147 -0.106 4.439
C 4.305 -1.372 -2.897
Cl 2.645 -1.341 -2.128
Cl 4.217 -1.511 -4.612
H 4.753 -0.421 -2.632
H 4.804 -2.234 -2.496
C -2.814 -2.487 -6.293
Cl -3.763 -3.925 -6.847
Cl -2.809 -2.295 -4.618
H -1.817 -2.674 -6.578
H -3.345 -1.650 -6.766

Values from the calculation:
* largest force on an atom: 3.81 eV Å⁻¹
* total energy: -9887.808389 a.u.
* charge: 0
* HOMO: -9.356 eV

Record 6
# C6H6N2O2S

One molecule with the formula C6H6N2O2S in a non-equilibrium geometry (ωB97M-V/def2-TZVPD, OMol25).

CARTESIAN COORDINATES (ANGSTROEM)
O -0.999 1.265 -2.664
C -0.882 0.344 -1.886
O -2.042 -0.397 -1.666
C 0.360 -0.132 -1.139
N 0.315 -1.540 -0.624
C 0.061 -1.528 0.805
C 0.267 -0.053 1.241
S 0.212 0.884 2.742
C 0.579 2.304 1.713
N 0.756 2.113 0.432
C 0.544 0.784 0.226
H -1.903 -1.250 -1.203
H 1.353 0.104 -1.636
H 1.181 -2.157 -0.919
H 0.672 -2.198 1.318
H -0.943 -1.801 1.080
H 0.467 3.258 2.179

Values from the calculation:
* largest force on an atom: 3.43 eV Å⁻¹
* SMILES: O=C(O)[C@@H]1NCc2scnc21
* total energy: -890.379472 a.u.
* charge: 0
* HOMO: -9.399 eV
* relative energy (zero: lowest compared OMol25 entry of this formula, charge and spin): 0.0 kJ/mol

Record 7
# C4H4N2O2S

One molecule with the formula C4H4N2O2S in a non-equilibrium geometry (ωB97M-V/def2-TZVPD, OMol25).

CARTESIAN COORDINATES (ANGSTROEM)
C -0.773 -1.154 -1.062
C -0.587 -2.524 0.981
C -0.486 0.091 -0.491
C -0.683 0.127 1.011
N -1.021 -3.582 0.742
N -1.132 -1.810 -1.948
O -1.500 -2.680 -2.701
O -1.465 -4.564 0.305
S 0.179 -1.299 1.821
H 0.557 0.353 -0.454
H -0.934 0.900 -1.099
H -0.141 0.890 1.404
H -1.737 0.160 1.293

Values from the calculation:
* largest force on an atom: 3.45 eV Å⁻¹
* total energy: -812.773287 a.u.
* charge: 0
* HOMO: -8.704 eV
* relative energy (zero: lowest compared OMol25 entry of this formula, charge and spin): 671.3 kJ/mol

Record 8
# C30H28BrF6KN5O4S2

C30H28BrF6KN5O4S2 as an isolated structure in a non-equilibrium geometry (ωB97M-V/def2-TZVPD, OMol25).

CARTESIAN COORDINATES (ANGSTROEM)
K 0.131 -0.126 -0.351
C 1.233 5.243 -3.204
C 1.857 4.182 -2.347
C 3.221 4.128 -2.087
C 3.754 3.129 -1.290
C 2.864 2.196 -0.785
Br 3.476 0.799 0.359
N 1.575 2.208 -1.025
C 1.076 3.182 -1.777
H 1.982 5.946 -3.568
H 0.481 5.804 -2.648
H 0.738 4.807 -4.074
H 3.874 4.882 -2.513
H 4.809 3.072 -1.067
H 0.002 3.156 -1.927
F 4.068 -2.745 -1.688
C 3.485 -2.085 -2.692
F 3.847 -0.806 -2.625
F 3.930 -2.588 -3.843
S 1.663 -2.317 -2.543
O 1.334 -1.999 -1.168
O 1.428 -3.658 -2.983
N 1.221 -1.190 -3.554
S -0.261 -0.689 -3.728
O -1.126 -1.578 -4.442
O -0.786 -0.051 -2.538
C 0.065 0.694 -4.895
F -1.080 1.367 -5.053
F 0.988 1.542 -4.442
F 0.455 0.240 -6.084
C 0.736 -0.931 7.488
C 1.337 0.381 7.076
C 2.020 1.178 7.982
C 2.576 2.394 7.609
C 2.465 2.807 6.292
C 1.801 2.026 5.358
C 1.210 0.821 5.747
N 0.528 -0.021 4.854
C 0.016 0.305 3.573
N -0.647 1.487 3.555
C -1.296 2.222 2.486
C -1.342 1.708 1.194
C -2.005 2.569 0.299
C -2.565 3.798 0.638
C -2.471 4.236 1.953
C -1.830 3.455 2.907
C -1.730 3.949 4.327
N 0.135 -0.518 2.598
C 0.923 -1.667 2.730
C 2.302 -1.610 2.947
C 3.074 -2.762 2.950
C 2.478 -3.995 2.731
C 1.107 -4.056 2.513
C 0.314 -2.916 2.510
C -1.162 -2.991 2.257
H 0.845 -1.092 8.560
H 1.214 -1.778 6.985
H -0.326 -0.975 7.235
H 2.109 0.836 9.007
H 3.094 3.005 8.337
H 2.909 3.741 5.971
H 1.742 2.339 4.327
H 0.718 -1.004 4.965
H -0.779 1.862 4.476
H -2.112 2.266 -0.747
H -3.073 4.407 -0.103
H -2.897 5.188 2.256
H -2.219 4.918 4.434
H -0.694 4.072 4.658
H -2.209 3.275 5.047
H 2.756 -0.637 3.099
H 4.144 -2.694 3.107
H 3.073 -4.899 2.711
H 0.638 -5.015 2.323
H -1.456 -4.001 1.971
H -1.467 -2.297 1.472
H -1.741 -2.698 3.137

Values from the calculation:
* largest force on an atom: 2.02 eV Å⁻¹
* total energy: -6304.360972 a.u.
* charge: -1
* HOMO: -3.673 eV
* relative energy (zero: lowest compared OMol25 entry of this formula, charge and spin): 41.8 kJ/mol

Record 9
# C3H12F2NNiO6

C3H12F2NNiO6 as an isolated structure in a non-equilibrium geometry (ωB97M-V/def2-TZVPD, OMol25).

CARTESIAN COORDINATES (ANGSTROEM)
Ni -15.735 7.712 -16.226
N -15.998 10.599 -17.384
O -15.318 9.585 -16.962
O -17.183 10.462 -17.605
O -15.375 11.626 -17.658
F -16.894 7.384 -17.814
F -17.317 8.173 -15.111
C -13.615 7.254 -18.336
O -14.027 6.742 -17.060
H -14.505 7.686 -18.788
H -12.897 8.076 -18.266
H -13.154 6.449 -18.908
H -13.279 6.284 -16.671
C -15.769 3.970 -18.480
O -16.596 4.864 -19.164
H -14.783 4.299 -18.136
H -16.206 3.480 -17.592
H -15.713 3.106 -19.152
H -16.659 5.688 -18.646
C -17.650 8.769 -21.274
O -18.240 8.443 -20.051
H -16.828 8.106 -21.566
H -18.397 8.825 -22.070
H -17.209 9.779 -21.275
H -17.574 8.046 -19.467

Values from the calculation:
* largest force on an atom: 4.10 eV Å⁻¹
* total energy: -2335.655374 a.u.
* spin multiplicity: 3
* charge: -1
* <S²>: 2.004
* HOMO (spin up / spin down): -5.613 / -5.628 eV
* relative energy (zero: lowest compared OMol25 entry of this formula, charge and spin): 0.0 kJ/mol